# 1
{
  "formula": "C3H6N2O",
  "method": "the ωB97M-V functional and the def2-TZVPD basis",
  "species": ["N", "C", "N", "H", "H", "C", "C", "O", "H", "H", "H", "H"],
  "xyz": [[-0.46, 0.81, -1.65], [-0.32, -0.19, -2.34], [-0.34, -1.23, -3.00], [0.26, 0.99, -0.94], [0.12, -1.22, -3.90], [-0.53, 0.03, 1.77], [0.94, 0.24, 1.57], [1.44, 0.73, 0.58], [-1.09, 0.24, 0.85], [-0.87, 0.69, 2.57], [-0.73, -1.00, 2.09], [1.59, -0.09, 2.40]],
  "e_above_lowest_kcal_mol": 38.13,
  "spin_multiplicity": 1,
  "smiles": "N=C=N.CC=O",
  "total_energy_ha": -302.632339,
  "e_lumo_ev": 0.90
}



# 2
{
  "formula": "C45H43IrN7O2PS7",
  "method": "the ωB97M-V functional and the def2-TZVPD basis",
  "species": ["Ir", "N", "C", "C", "C", "C", "C", "C", "P", "C", "C", "C", "C", "C", "C", "C", "C", "C", "C", "C", "C", "H", "H", "H", "H", "H", "H", "H", "H", "H", "H", "H", "H", "H", "H", "H", "H", "C", "O", "C", "C", "C", "C", "C", "C", "C", "N", "C", "C", "N", "C", "C", "C", "C", "N", "C", "C", "N", "C", "C", "C", "C", "H", "H", "H", "H", "H", "H", "H", "H", "H", "H", "H", "H", "H", "H", "C", "S", "C", "O", "H", "H", "H", "H", "H", "H", "N", "C", "N", "S", "H", "H", "H", "H", "C", "S", "C", "C", "S", "S", "C", "S", "S", "H", "H", "H"],
  "xyz": [[-0.85, 0.51, 1.22], [-0.53, 1.35, 3.13], [0.16, 2.60, 3.27], [0.41, 3.14, 4.54], [1.04, 4.33, 4.70], [1.38, 5.08, 3.54], [1.27, 4.55, 2.28], [0.62, 3.29, 2.14], [0.41, 2.40, 0.56], [-0.05, 3.68, -0.61], [0.92, 4.59, -1.10], [0.49, 5.66, -1.88], [-0.83, 5.84, -2.33], [-1.74, 4.84, -1.93], [-1.39, 3.76, -1.10], [2.06, 1.88, 0.12], [2.83, 1.14, 1.18], [4.09, 0.39, 0.71], [4.51, 0.66, -0.68], [3.90, 1.53, -1.49], [2.61, 2.08, -1.12], [-1.50, 1.51, 3.46], [-0.11, 0.63, 3.75], [-0.08, 2.69, 5.40], [1.20, 4.79, 5.69], [1.71, 6.16, 3.69], [1.62, 5.06, 1.43], [1.92, 4.51, -0.72], [1.24, 6.38, -2.25], [-0.96, 6.68, -3.00], [-2.71, 4.88, -2.42], [-2.13, 3.00, -0.81], [3.07, 1.71, 2.10], [4.84, 0.52, 1.48], [5.43, 0.19, -0.99], [4.34, 1.68, -2.47], [2.07, 2.53, -1.96], [2.92, -8.18, -8.38], [3.24, -8.45, -6.97], [2.79, -7.55, -6.08], [1.43, -7.09, -6.07], [1.16, -5.96, -5.29], [2.16, -5.36, -4.46], [3.42, -5.89, -4.47], [3.72, -7.06, -5.18], [1.76, -4.30, -3.57], [0.62, -3.63, -3.63], [0.56, -2.78, -2.54], [1.77, -2.89, -1.80], [2.55, -3.83, -2.46], [2.00, -2.14, -0.61], [3.22, -2.08, 0.03], [3.46, -1.05, 1.06], [2.16, -0.22, 1.56], [0.92, -0.50, 0.85], [0.87, -1.30, -0.22], [-0.36, -1.30, -0.93], [-1.33, -0.46, -0.45], [-2.45, -0.24, -1.24], [-2.63, -0.87, -2.48], [-1.69, -1.74, -2.95], [-0.48, -1.98, -2.19], [3.75, -8.44, -9.04], [2.87, -7.09, -8.55], [2.00, -8.67, -8.65], [0.64, -7.62, -6.62], [0.16, -5.50, -5.18], [4.24, -5.47, -3.89], [4.72, -7.53, -5.23], [3.34, -4.27, -2.04], [4.10, -2.54, -0.47], [3.96, -1.42, 1.95], [2.11, -0.41, 2.63], [-3.21, 0.37, -0.85], [-3.53, -0.67, -3.09], [-1.85, -2.29, -3.91], [1.95, -0.26, 5.62], [0.63, -1.55, 5.71], [1.13, -3.09, 4.94], [-0.35, -0.96, 4.69], [2.84, -0.62, 6.13], [1.57, 0.62, 6.17], [2.23, -0.07, 4.62], [2.13, -3.38, 5.36], [1.11, -2.90, 3.88], [0.40, -3.83, 5.18], [-4.94, -1.64, 2.29], [-3.83, -1.03, 2.68], [-3.23, -1.45, 3.80], [-3.17, 0.35, 1.86], [-5.02, -2.61, 2.43], [-5.32, -1.28, 1.43], [-3.79, -2.05, 4.45], [-2.30, -1.15, 4.14], [-6.71, 6.73, 0.22], [-5.28, 5.62, 0.15], [-5.93, 4.59, 1.38], [-5.24, 4.16, 2.54], [-3.64, 4.34, 2.88], [-6.38, 3.56, 3.68], [-7.69, 3.13, 2.65], [-9.02, 2.34, 3.25], [-7.35, 3.66, 0.99], [-6.76, 7.53, -0.53], [-6.75, 7.20, 1.17], [-7.66, 6.18, 0.14]],
  "s_squared": 8.865,
  "e_above_lowest_kcal_mol": 56.74,
  "charge": 3,
  "spin_multiplicity": 6,
  "total_energy_ha": -5506.335295,
  "e_lumo_ev": [-7.84, -11.49]
}



# 3
{
  "formula": "C5H6N2O3",
  "method": "the ωB97M-V functional and the def2-TZVPD basis",
  "species": ["C", "C", "N", "C", "O", "C", "N", "O", "O", "C", "H", "H", "H", "H", "H", "H"],
  "xyz": [[-0.80, -1.21, 0.84], [-0.22, -0.06, 0.16], [1.07, -0.04, -0.09], [1.42, 1.06, -0.89], [2.28, 0.77, -1.98], [0.06, 1.79, -1.09], [-0.20, 3.11, -1.89], [-1.19, 3.08, -2.55], [0.70, 3.92, -1.84], [-0.88, 1.14, -0.47], [-0.54, -1.27, 1.88], [-0.45, -2.07, 0.33], [-1.91, -1.14, 0.75], [2.10, 1.70, -0.21], [2.68, 0.00, -1.60], [-1.81, 1.55, -0.40]],
  "e_above_lowest_kcal_mol": 110.31,
  "spin_multiplicity": 1,
  "smiles": "CC1=N[C@@H](O)C([N+](=O)[O-])=C1",
  "total_energy_ha": -529.194965,
  "e_lumo_ev": -0.51
}



# 4
{
  "formula": "C3H9O2S",
  "method": "the ωB97M-V functional and the def2-TZVPD basis",
  "species": ["C", "O", "C", "C", "S", "H", "H", "H", "H", "H", "H", "H", "H", "H", "O"],
  "xyz": [[-1.13, -0.37, -1.09], [-1.30, -1.45, -0.22], [-0.30, 0.83, -0.58], [0.98, 0.63, 0.25], [2.60, 0.45, -0.65], [-2.08, 0.11, -1.35], [-0.65, -0.70, -2.05], [-0.04, 1.55, -1.37], [-1.00, 1.41, 0.04], [0.94, -0.33, 0.75], [1.07, 1.33, 1.07], [2.96, 1.68, -0.23], [-0.41, -2.38, 2.18], [-0.96, -1.31, 1.09], [-0.67, -1.45, 2.16]],
  "e_above_lowest_kcal_mol": 18.01,
  "charge": -1,
  "spin_multiplicity": 1,
  "total_energy_ha": -668.365121,
  "e_lumo_ev": 3.26
}



# 5
{
  "formula": "CH7O3",
  "method": "the ωB97M-V functional and the def2-TZVPD basis",
  "species": ["C", "O", "H", "H", "H", "H", "H", "O", "H", "H", "O"],
  "xyz": [[0.01, 1.38, 0.89], [0.63, 0.19, 0.62], [0.29, 1.82, 1.87], [0.23, 2.14, 0.10], [-1.11, 1.28, 0.89], [1.11, -0.03, -1.03], [-0.02, -0.02, -1.82], [0.94, -0.07, -2.01], [-2.10, -1.02, 0.64], [-0.55, -0.89, 0.68], [-1.30, -1.56, 0.60]],
  "e_above_lowest_kcal_mol": 4.75,
  "charge": -1,
  "spin_multiplicity": 1,
  "total_energy_ha": -268.031816,
  "e_lumo_ev": 4.45
}



# 6
{
  "formula": "C7H10N2S",
  "method": "the ωB97M-V functional and the def2-TZVPD basis",
  "species": ["C", "C", "C", "C", "C", "C", "C", "N", "N", "S", "H", "H", "H", "H", "H", "H", "H", "H", "H", "H"],
  "xyz": [[0.39, 1.04, -1.81], [-2.33, 0.99, -0.09], [-1.67, -0.01, 0.19], [-0.43, -0.31, 2.66], [0.59, -1.11, 3.41], [1.51, -0.68, -3.25], [0.32, -0.10, -2.43], [0.63, 2.06, -1.22], [-1.06, 0.63, 3.12], [-0.62, -1.07, 0.93], [-2.95, 1.80, -0.43], [0.21, 2.96, -1.68], [0.26, -1.51, 4.32], [0.72, -1.92, 2.61], [1.56, -0.62, 3.51], [2.37, -0.15, -3.37], [1.09, -1.06, -4.26], [1.70, -1.51, -2.59], [-0.59, -0.69, -2.28], [-1.69, 1.26, 2.65]],
  "s_squared": 2.021,
  "e_above_lowest_kcal_mol": 66.12,
  "spin_multiplicity": 3,
  "total_energy_ha": -780.098077,
  "e_lumo_ev": [0.72, -2.85]
}



# 7
{
  "formula": "C11H21IN2O3PS",
  "method": "the ωB97M-V functional and the def2-TZVPD basis",
  "species": ["C", "C", "C", "C", "C", "N", "C", "S", "P", "O", "I", "C", "C", "C", "C", "N", "O", "H", "H", "H", "H", "H", "H", "H", "H", "H", "H", "H", "H", "H", "H", "H", "H", "H", "C", "O", "H", "H", "H", "H"],
  "xyz": [[1.89, 2.15, -1.42], [1.17, 0.81, -0.85], [0.41, 0.19, -2.16], [0.01, 1.20, 0.17], [-0.26, 0.11, 1.31], [-1.14, 0.77, 2.37], [-1.48, -0.19, 3.18], [-1.56, -1.35, 4.37], [-1.20, -1.43, 0.75], [-0.32, -2.35, -0.38], [-3.28, -0.62, -0.48], [1.15, -0.17, 2.03], [2.41, -0.25, 1.06], [3.52, 0.81, 1.54], [3.09, -1.71, 1.35], [2.12, -0.24, -0.40], [3.26, -0.18, -1.05], [2.50, 1.90, -2.34], [1.03, 2.82, -1.78], [2.43, 2.74, -0.63], [1.13, -0.49, -2.72], [-0.57, -0.30, -1.90], [0.21, 1.07, -2.85], [-0.97, 1.47, -0.37], [0.32, 2.17, 0.71], [0.64, -2.34, -0.20], [1.09, -1.10, 2.70], [1.33, 0.71, 2.74], [3.47, 0.97, 2.67], [4.54, 0.31, 1.35], [3.49, 1.81, 1.01], [4.13, -1.74, 0.90], [2.44, -2.56, 0.97], [3.14, -1.79, 2.49], [-7.05, -0.48, -2.39], [-5.70, -0.44, -2.81], [-7.68, -0.08, -3.19], [-7.34, -1.52, -2.19], [-7.19, 0.12, -1.49], [-5.16, -0.80, -2.08]],
  "s_squared": 1.200,
  "spin_multiplicity": 2,
  "total_energy_ha": -1803.896689,
  "e_lumo_ev": [-2.31, -4.13]
}



# 8
{
  "formula": "CH4N2S",
  "method": "the ωB97M-V functional and the def2-TZVPD basis",
  "species": ["N", "N", "C", "S", "H", "H", "H", "H"],
  "xyz": [[0.87, -0.86, 0.07], [0.46, 0.35, -0.40], [-0.85, 0.74, 0.08], [-1.94, -0.44, -0.13], [0.65, -1.48, -0.74], [0.56, -1.38, 0.77], [1.10, 1.24, -0.06], [-0.84, 1.83, 0.40]],
  "e_above_lowest_kcal_mol": 73.07,
  "spin_multiplicity": 1,
  "smiles": "NNC=S",
  "total_energy_ha": -548.095410,
  "e_lumo_ev": -0.02
}



# 9
{
  "formula": "C28H34F8N7O4RuS2Se",
  "method": "the ωB97M-V functional and the def2-TZVPD basis",
  "species": ["Ru", "C", "C", "C", "C", "N", "C", "N", "N", "N", "H", "H", "H", "H", "H", "H", "H", "H", "H", "H", "C", "C", "N", "C", "S", "N", "C", "C", "H", "H", "H", "H", "H", "H", "H", "H", "H", "H", "H", "H", "Se", "C", "N", "C", "C", "C", "C", "C", "C", "C", "C", "C", "C", "H", "H", "H", "H", "H", "H", "H", "H", "H", "H", "H", "H", "F", "C", "C", "F", "C", "F", "C", "O", "C", "F", "C", "F", "F", "C", "F", "F", "S", "O", "O", "O"],
  "xyz": [[0.30, -0.43, -0.30], [2.79, -0.11, 5.61], [2.19, -1.50, 5.46], [0.66, -1.43, 5.44], [2.77, -2.25, 4.23], [1.89, -2.25, 3.08], [1.56, -1.25, 2.27], [0.73, -1.71, 1.36], [0.58, -3.03, 1.62], [1.27, -3.36, 2.65], [2.39, 0.39, 6.50], [2.59, 0.52, 4.75], [3.88, -0.17, 5.71], [2.47, -2.10, 6.33], [0.30, -0.75, 4.66], [0.30, -1.05, 6.39], [0.20, -2.41, 5.27], [2.94, -3.30, 4.46], [3.71, -1.80, 3.91], [1.87, -0.23, 2.39], [-5.28, 0.54, -1.38], [-3.83, 0.31, -1.01], [-3.61, -1.02, -0.45], [-2.69, -1.87, -0.94], [-1.96, -1.73, -2.44], [-2.35, -2.92, -0.13], [-2.59, -2.99, 1.30], [-3.95, -3.58, 1.65], [-5.40, 1.56, -1.75], [-5.94, 0.41, -0.51], [-5.60, -0.15, -2.16], [-3.48, 1.05, -0.28], [-3.19, 0.42, -1.89], [-3.72, -1.04, 0.55], [-1.55, -3.42, -0.49], [-2.46, -2.00, 1.74], [-1.79, -3.61, 1.72], [-4.76, -2.98, 1.25], [-4.07, -3.64, 2.74], [-4.05, -4.59, 1.24], [-2.07, 3.48, -2.23], [-1.00, 2.10, -1.75], [-0.30, 1.22, -1.46], [3.43, -2.53, -0.86], [2.24, -2.31, -1.80], [1.26, -3.48, -1.63], [1.65, -0.96, -1.42], [2.65, -2.24, -3.26], [1.66, -2.04, -4.23], [1.97, -1.95, -5.57], [3.29, -2.05, -5.99], [4.29, -2.23, -5.05], [3.97, -2.32, -3.70], [3.07, -2.66, 0.16], [4.11, -1.67, -0.84], [3.99, -3.43, -1.14], [1.01, -3.62, -0.58], [1.72, -4.41, -2.00], [0.33, -3.31, -2.17], [2.24, -0.16, -1.89], [0.63, -1.93, -3.90], [1.18, -1.78, -6.29], [3.54, -1.97, -7.05], [5.33, -2.29, -5.36], [4.77, -2.44, -2.98], [-2.40, 2.81, 5.76], [-2.19, 2.14, 4.60], [-0.98, 2.23, 3.94], [0.00, 2.98, 4.46], [-0.77, 1.55, 2.76], [0.43, 1.69, 2.15], [-1.74, 0.72, 2.14], [-1.55, 0.04, 1.08], [-2.96, 0.68, 2.86], [-3.98, -0.07, 2.37], [-3.19, 1.36, 4.04], [-4.38, 1.26, 4.65], [5.96, 1.44, -0.28], [5.45, 1.94, 0.85], [6.45, 1.99, 1.75], [5.08, 3.20, 0.60], [4.05, 0.92, 1.47], [4.63, -0.41, 1.55], [3.75, 1.51, 2.76], [3.03, 1.10, 0.45]],
  "s_squared": 0.805,
  "e_above_lowest_kcal_mol": 3.76,
  "charge": -2,
  "spin_multiplicity": 2,
  "total_energy_ha": -5863.291757,
  "e_lumo_ev": [4.21, 4.21]
}



# 10
{
  "formula": "C5H15N2S",
  "method": "the ωB97M-V functional and the def2-TZVPD basis",
  "species": ["C", "C", "C", "C", "C", "N", "N", "S", "H", "H", "H", "H", "H", "H", "H", "H", "H", "H", "H", "H", "H", "H", "H"],
  "xyz": [[0.61, -2.97, 0.29], [-0.13, 0.88, 0.05], [3.74, 0.71, 0.72], [-4.86, -0.30, -0.37], [0.36, -1.61, 0.16], [0.10, -0.51, -0.06], [2.95, 0.95, -0.55], [-3.80, 1.13, 0.14], [1.05, -3.26, 1.24], [1.37, -3.23, -0.42], [-0.24, -3.53, 0.40], [0.83, 1.31, 0.26], [-0.43, 1.47, -0.88], [-0.78, 1.24, 0.79], [3.70, 1.61, 1.38], [3.38, -0.25, 1.20], [4.72, 0.50, 0.51], [-3.93, -0.98, -0.44], [-5.52, -0.15, -1.23], [-5.58, -0.73, 0.35], [3.32, 0.33, -1.22], [3.49, 1.83, -0.81], [-4.66, 2.00, -0.25]],
  "e_above_lowest_kcal_mol": 84.37,
  "charge": 1,
  "spin_multiplicity": 1,
  "total_energy_ha": -706.842153,
  "e_lumo_ev": -3.50
}



# 11
{
  "formula": "C6H9N",
  "method": "the ωB97M-V functional and the def2-TZVPD basis",
  "species": ["C", "C", "C", "C", "C", "N", "C", "H", "H", "H", "H", "H", "H", "H", "H", "H"],
  "xyz": [[-1.00, -0.96, 0.75], [-0.19, -0.04, -0.16], [-0.63, -0.13, -1.58], [1.33, -0.29, -0.02], [1.90, 0.66, 0.76], [0.94, 1.67, 1.04], [-0.18, 1.42, 0.50], [-2.04, -0.90, 0.81], [-0.63, -0.85, 1.76], [-0.66, -1.97, 0.51], [-1.63, 0.27, -1.57], [-0.48, -1.06, -2.14], [-0.15, 0.53, -2.22], [1.71, -1.15, -0.41], [2.83, 0.86, 1.25], [-1.13, 1.92, 0.70]],
  "e_above_lowest_kcal_mol": 44.91,
  "spin_multiplicity": 1,
  "smiles": "CC1(C)C=CN=C1",
  "total_energy_ha": -288.710471,
  "e_lumo_ev": 0.76
}



# 12
{
  "formula": "C7H14NOP",
  "method": "the ωB97M-V functional and the def2-TZVPD basis",
  "species": ["C", "C", "C", "C", "C", "C", "C", "N", "O", "P", "H", "H", "H", "H", "H", "H", "H", "H", "H", "H", "H", "H", "H", "H"],
  "xyz": [[0.90, -1.90, 0.44], [2.82, 0.23, -0.49], [1.07, 1.75, 0.62], [-2.14, -1.70, 0.29], [-2.24, 0.87, -0.16], [1.42, 0.76, -0.56], [-1.47, -0.30, 0.37], [1.16, -2.88, 0.96], [-0.02, -1.02, -1.97], [0.17, -0.61, -0.57], [3.25, 0.12, 0.50], [3.05, -0.63, -1.17], [3.42, 1.08, -0.87], [0.90, 1.07, 1.47], [0.12, 2.18, 0.44], [1.86, 2.40, 0.87], [-1.99, -2.12, -0.79], [-1.72, -2.32, 1.04], [-3.27, -1.62, 0.48], [-2.24, 1.63, 0.67], [-3.37, 0.61, -0.38], [-1.75, 1.27, -1.15], [1.28, 1.18, -1.53], [-1.22, -0.06, 1.51]],
  "s_squared": 2.013,
  "e_above_lowest_kcal_mol": 24.59,
  "spin_multiplicity": 3,
  "total_energy_ha": -746.228673,
  "e_lumo_ev": [0.60, -4.47]
}



# 13
{
  "formula": "C6H8NO6S2",
  "method": "the ωB97M-V functional and the def2-TZVPD basis",
  "species": ["C", "N", "S", "O", "O", "O", "C", "C", "S", "O", "O", "O", "C", "C", "C", "H", "H", "H", "H", "H", "H", "H", "H"],
  "xyz": [[-0.86, 0.21, 1.46], [-0.59, 0.63, 0.10], [-1.83, 1.92, -0.25], [-1.62, 2.24, -1.58], [-1.55, 2.85, 0.85], [-3.08, 1.18, 0.01], [0.69, 1.38, -0.09], [1.91, 0.54, -0.55], [3.53, 1.16, -0.03], [3.48, 2.62, 0.18], [4.51, 0.83, -1.03], [3.64, 0.38, 1.19], [1.64, -0.74, -0.93], [0.46, -1.26, -1.23], [-0.78, -0.38, -1.06], [0.17, 0.17, 2.01], [-1.50, 1.05, 1.77], [-1.37, -0.70, 1.69], [0.64, 2.43, 0.25], [2.62, -1.19, -1.10], [0.35, -2.19, -1.70], [-0.85, 0.19, -1.97], [-1.65, -1.03, -0.77]],
  "e_above_lowest_kcal_mol": 61.51,
  "charge": -1,
  "spin_multiplicity": 1,
  "smiles": "C[N@@+]1(S(=O)(=O)[O-])C=C(S(=O)(=O)[O-])C=CC1",
  "total_energy_ha": -1535.963645,
  "e_lumo_ev": [2.21, 2.21]
}



# 14
{
  "formula": "C3H8N4O",
  "method": "the ωB97M-V functional and the def2-TZVPD basis",
  "species": ["H", "N", "C", "N", "O", "C", "C", "N", "N", "H", "H", "H", "H", "H", "H", "H"],
  "xyz": [[-0.43, -2.17, 1.73], [-1.05, -1.56, 1.06], [-0.37, -0.60, 0.52], [0.95, -0.54, 0.56], [1.71, 0.01, -0.45], [2.43, 1.21, 0.12], [-1.19, 0.27, -0.38], [-2.45, 0.39, -0.04], [-0.59, 0.80, -1.43], [0.47, 0.61, -1.31], [1.17, -1.67, 0.60], [1.79, 2.12, 0.15], [3.23, 1.43, -0.68], [2.78, 0.90, 1.08], [-2.65, -0.43, 0.44], [-3.17, 0.26, -1.00]],
  "e_above_lowest_kcal_mol": 125.58,
  "spin_multiplicity": 1,
  "smiles": "[H]/N=C(NOC)/C(N)=N\\[H]",
  "total_energy_ha": -413.215932,
  "e_lumo_ev": 0.60
}